Density functional theory data (the ωB97M-V functional and the def2-TZVPD basis) for an isolated molecule of C25H24O3.

Output
Highest occupied orbital energy: -8.8 eV
Electronic energy: -32457.36486 eV
Relative energy (zero: lowest compared OMol25 entry of this formula, charge and spin): 0.0 kJ/mol
LUMO energy: 0.3 eV

Each line ends with the Mulliken charge.
Element x y z (Å)
C: -0.11103 1.38112 4.77461  -1.33
C: -1.11600 1.36640 3.66122  -0.06
O: -0.62311 0.45668 2.64171  -0.31
C: -1.45228 0.40075 1.57242  -0.78
O: -2.53064 0.96271 1.56124  -0.62
C: -0.84004 -0.32237 0.38158  1.74
C: -1.86988 -1.33812 -0.13418  -0.31
O: -3.05810 -1.06947 -0.19786  -0.61
C: -1.39614 -2.66975 -0.66621  0.51
C: -0.30159 -3.37219 -0.14391  0.09
C: 0.12466 -4.55561 -0.74981  -0.86
C: -0.54229 -5.05082 -1.87412  -0.35
C: -1.67450 -4.39031 -2.36185  -0.60
C: -2.12394 -3.23192 -1.73291  -0.50
C: -0.53407 0.67518 -0.71705  0.45
C: -0.01439 -0.09744 -1.92976  -0.01
C: -0.80207 -0.14860 -3.07856  -0.06
C: -0.51048 -1.08536 -4.07169  -0.83
C: 0.58419 -1.94241 -3.92130  -0.40
C: 1.43276 -1.80178 -2.82608  -1.20
C: 1.14393 -0.86817 -1.82616  -0.05
C: 0.34036 1.81621 -0.21501  -0.19
C: -0.26642 2.81436 0.56548  -0.66
C: 0.50914 3.73040 1.26784  -0.63
C: 1.90589 3.65860 1.20892  0.88
C: 2.74189 4.55790 2.06809  -1.53
C: 2.49180 2.77810 0.30041  -1.09
C: 1.71453 1.89370 -0.44733  -0.38
H: -0.41957 2.13144 5.50412  0.40
H: -0.07522 0.41383 5.28471  0.34
H: 0.89463 1.63171 4.41733  0.29
H: -2.09399 1.00646 4.00147  0.35
H: -1.22766 2.36302 3.21188  0.22
H: 0.08237 -0.83803 0.70793  0.35
H: 0.20862 -2.97753 0.73568  0.45
H: 0.98714 -5.08379 -0.34264  0.39
H: -0.18952 -5.95770 -2.36599  0.40
H: -2.21615 -4.76434 -3.23233  0.39
H: -3.02086 -2.71500 -2.07989  0.43
H: -1.51172 1.10785 -0.98149  0.72
H: -1.68047 0.50158 -3.14310  0.39
H: -1.17109 -1.16581 -4.93145  0.40
H: 0.77456 -2.71913 -4.66274  0.42
H: 2.30515 -2.44606 -2.72175  0.35
H: 1.79893 -0.78939 -0.95409  0.41
H: -1.35435 2.87037 0.63089  0.49
H: 0.02905 4.48010 1.90414  0.39
H: 3.73914 4.13102 2.22200  0.38
H: 2.87689 5.55057 1.61971  0.30
H: 2.27169 4.70699 3.04672  0.36
H: 3.57972 2.77814 0.18875  0.39
H: 2.19054 1.23590 -1.16956  0.65



Density functional theory data (the ωB97M-V functional and the def2-TZVPD basis) for a structure of composition C25H25Br2N6PPdS.

Output
Total charge: +2
Highest occupied orbital energy: -12.9 eV
Electronic energy: -198946.57009 eV
Relative energy (zero: lowest compared OMol25 entry of this formula, charge and spin): 73.7 kJ/mol
LUMO energy: -6.3 eV

Each line ends with the Mulliken charge.
Element x y z (Å)
Pd: -0.02620 -0.09911 -0.08644  -0.94
S: -3.49169 -2.82661 -0.72070  -0.20
C: -3.45163 -1.80048 -2.08609  -0.65
C: -2.36233 -0.97394 -2.10998  -0.31
C: -1.52874 -1.13526 -0.98268  -0.44
C: -2.03414 -2.10088 -0.12503  0.20
C: -1.40632 -2.35077 1.14439  1.47
C: -1.83350 -3.27281 2.10417  -0.90
C: -1.13721 -3.37111 3.29470  -0.36
C: -0.03567 -2.54917 3.50759  -1.04
C: 0.32972 -1.65293 2.51777  -0.18
N: -0.33209 -1.55960 1.36770  0.04
H: -4.24532 -1.85384 -2.80644  0.50
H: -2.18240 -0.29177 -2.92574  0.33
H: -2.69493 -3.89376 1.91418  0.41
H: -1.44412 -4.07391 4.05306  0.46
H: 0.52095 -2.58796 4.43042  0.45
H: 1.16935 -0.98261 2.66574  0.54
Br: 4.59336 3.26278 3.64545  -0.07
C: 3.30325 2.31923 2.61395  -0.41
C: 3.72709 1.25844 1.77328  -0.66
C: 2.76750 0.61515 1.03740  -0.90
N: 1.46859 0.93228 1.06684  0.82
C: 1.02728 1.95489 1.89232  0.60
C: 1.97765 2.65864 2.67076  -0.70
C: -0.36761 2.22042 1.89249  0.56
C: -1.00490 3.22805 2.65965  -1.01
C: -2.35869 3.41058 2.57199  -0.32
Br: -3.22386 4.77623 3.56965  -0.08
C: -3.13496 2.58477 1.72159  -0.78
C: -2.47313 1.62202 1.00649  -0.36
N: -1.15783 1.45573 1.06735  0.79
H: 4.76132 0.96294 1.73925  0.52
H: 3.03370 -0.21554 0.38289  0.54
H: 1.65355 3.45275 3.32228  0.57
H: -0.41758 3.84471 3.31695  0.53
H: -4.20102 2.70492 1.64875  0.51
H: -3.00753 0.95505 0.33811  0.42
C: 1.86935 2.79719 -4.18158  -0.77
N: 1.65514 3.58846 -2.88842  0.18
C: 0.32750 4.33136 -3.03514  -0.78
N: -0.71827 3.42405 -3.30246  0.20
C: -0.47659 2.68652 -4.53170  -0.86
N: 0.77248 1.94859 -4.44077  0.18
C: 0.69193 0.81358 -3.55005  -1.03
P: 0.30186 1.35936 -1.81298  1.83
C: 1.63805 2.69246 -1.70483  -1.33
C: -1.06518 2.57508 -2.18364  -1.02
H: 2.78667 2.21010 -4.07195  0.39
H: 1.97689 3.52277 -4.99340  0.37
H: 2.41147 4.27481 -2.78782  0.36
H: 0.43424 5.02775 -3.87243  0.35
H: 0.13625 4.88463 -2.11054  0.39
H: -0.42236 3.38632 -5.36973  0.32
H: -1.29810 1.99135 -4.70494  0.42
H: 1.64075 0.26523 -3.55484  0.48
H: -0.07767 0.12160 -3.90165  0.35
H: 2.62335 2.22204 -1.59844  0.50
H: 1.45045 3.29523 -0.80563  0.53
H: -1.23862 3.19158 -1.29428  0.57
H: -1.99937 2.05039 -2.39688  0.42



Density functional theory data (the ωB97M-V functional and the def2-TZVPD basis) for a structure of composition C25H25CrI2N6O2S2.

Output
Multiplicity: 4
<S²>: 4.102
Highest occupied orbital energy (alpha / beta): -6.0 / -6.8 eV
Electronic energy: -105662.49246 eV
LUMO energy (alpha / beta): 0.0 / -0.1 eV

Each line ends with the Mulliken spin population.
Element x y z (Å)
Cr: 0.51774 -0.25912 0.36837  3.37
I: 5.58998 -1.32787 0.61046  0.00
C: 4.14005 -1.32464 2.10572  0.01
C: 4.48446 -1.66720 3.42708  -0.01
C: 3.55476 -1.66361 4.42924  0.01
I: 4.16130 -2.17664 6.36311  0.00
C: 2.20657 -1.31816 4.15332  0.00
C: 1.14541 -1.26352 5.08347  0.01
C: -0.10724 -0.89873 4.67422  -0.01
C: -0.33656 -0.59228 3.32433  0.04
N: 0.62470 -0.65277 2.43365  -0.01
C: 1.88266 -0.99265 2.82265  0.04
C: 2.85029 -0.97338 1.76104  -0.07
O: 2.45089 -0.62238 0.57422  0.00
H: 5.50926 -1.93538 3.64538  0.00
H: 1.33506 -1.50621 6.12111  0.00
H: -0.92640 -0.84421 5.37756  0.00
H: -1.31025 -0.29820 2.95294  0.00
S: -1.76217 -2.66415 1.13608  0.01
C: -2.50392 -2.63631 -0.33485  0.01
N: -1.89202 -2.56337 -1.52057  0.01
C: -2.71456 -2.19646 -2.65968  0.00
C: -4.09327 -2.76683 -2.35688  0.00
S: -4.24887 -2.62895 -0.55151  0.00
H: -0.87831 -2.48340 -1.53681  -0.01
H: -2.30206 -2.61544 -3.57724  0.00
H: -2.76163 -1.10607 -2.75668  0.00
H: -4.16175 -3.81605 -2.64147  0.00
H: -4.88782 -2.20597 -2.84215  0.00
C: 0.64158 3.14655 1.58896  0.05
C: -0.72349 3.31226 0.98033  0.03
C: -1.34747 4.54903 0.90809  -0.03
C: -2.62652 4.69126 0.38869  0.06
C: -3.29624 3.55474 -0.04900  -0.03
C: -2.72511 2.29506 0.00178  0.01
C: -3.47476 1.07414 -0.46982  -0.02
C: -1.40426 2.15152 0.50588  0.06
N: -0.78075 0.95771 0.51364  -0.54
H: 1.02929 4.10105 1.94500  0.00
H: 1.36791 2.72877 0.88198  0.00
H: 0.61038 2.44622 2.42914  0.00
H: -0.81752 5.41938 1.28230  0.00
H: -3.09968 5.66306 0.34385  0.01
H: -4.30494 3.64609 -0.44165  0.00
H: -4.46478 1.01073 -0.01284  0.00
H: -2.93337 0.16620 -0.21060  0.01
H: -3.62071 1.08920 -1.55510  0.00
C: 2.48363 -2.52607 -3.84235  0.00
N: 1.95908 -1.23252 -3.40895  0.00
C: 2.18127 -0.09625 -4.11560  0.00
C: 1.73850 1.10072 -3.68961  0.00
C: 1.06458 1.14906 -2.42919  0.00
N: 0.90232 0.03968 -1.71202  -0.01
C: 1.28074 -1.17206 -2.19742  -0.04
O: 1.01935 -2.19849 -1.57392  0.02
N: 0.59806 2.28688 -1.93755  0.01
H: 2.69008 -2.48093 -4.90870  0.00
H: 1.74751 -3.29717 -3.63923  0.00
H: 3.39517 -2.76622 -3.29691  0.00
H: 2.71956 -0.21668 -5.04575  0.00
H: 1.89841 1.99253 -4.27562  0.00
H: 0.68971 3.14281 -2.45355  0.00
H: 0.03618 2.27168 -1.09037  0.00



Density functional theory data (the ωB97M-V functional and the def2-TZVPD basis) for a structure of composition C25H25F6IN5O3PRh.

Output
Total charge: +2
Multiplicity: 2
<S²>: 0.767
Highest occupied orbital energy (alpha / beta): -13.8 / -13.7 eV
Electronic energy: -76615.52470 eV
Relative energy (zero: lowest compared OMol25 entry of this formula, charge and spin): 0.0 kJ/mol
LUMO energy (alpha / beta): -6.3 / -8.9 eV

Each line ends with the Mulliken spin population.
Element x y z (Å)
Rh: 0.66614 1.77951 0.92543  0.01
C: 0.51336 -2.34139 -3.73162  0.00
O: -0.02621 -2.10427 -2.43044  0.00
C: -0.63677 -3.15048 -1.81306  0.00
C: -0.61363 -4.46401 -2.27130  -0.01
C: -1.32280 -5.44776 -1.59837  0.01
C: -2.07059 -5.14665 -0.46911  0.00
C: -2.09189 -3.84588 0.00267  0.00
C: -1.36750 -2.85701 -0.64899  0.01
N: -1.48427 -1.51611 -0.18079  0.03
C: -0.47642 -0.64756 -0.05654  -0.07
N: 0.78643 -1.21937 0.04663  0.24
C: 1.97884 -0.61337 0.08912  0.21
C: 2.15891 0.79317 0.20483  0.07
C: 3.42880 1.29908 0.18291  0.08
C: 4.54836 0.43996 0.06508  0.15
C: 4.41687 -0.92847 -0.00557  -0.06
C: 3.13961 -1.47653 0.00062  0.21
O: 2.83860 -2.75767 -0.08431  0.10
C: 3.90255 -3.74097 -0.09124  -0.01
N: -0.59398 0.65457 -0.08427  0.05
C: -1.85846 1.32245 -0.24933  0.00
C: -1.94114 2.30439 -1.23125  0.01
C: -3.08727 3.06157 -1.37217  0.00
C: -4.15573 2.83694 -0.51097  0.00
C: -4.09012 1.86236 0.46919  0.00
C: -2.94014 1.09000 0.60765  0.00
O: -2.78930 0.10514 1.53042  0.00
C: -3.67613 0.09738 2.66200  0.00
H: 0.86004 -1.37758 -4.09255  0.00
H: -0.25619 -2.72566 -4.40168  0.00
H: 1.35083 -3.03952 -3.68791  0.00
H: -0.06625 -4.72099 -3.16586  0.00
H: -1.29835 -6.46034 -1.97647  0.00
H: -2.63108 -5.91581 0.04137  0.00
H: -2.66917 -3.58822 0.88131  0.00
H: -2.35746 -1.22591 0.24928  0.00
H: 0.78411 -2.23655 0.03018  -0.04
H: 3.60229 2.36256 0.29233  0.01
H: 5.53731 0.87798 0.05124  0.00
H: 5.28623 -1.56367 -0.07457  0.00
H: 3.39941 -4.70053 -0.06969  0.00
H: 4.51809 -3.60905 0.79631  0.00
H: 4.48360 -3.62994 -1.00521  0.00
H: -1.10136 2.44272 -1.89843  0.00
H: -3.15314 3.81022 -2.14818  0.00
H: -5.05802 3.42485 -0.60679  0.00
H: -4.93304 1.70306 1.12462  0.00
H: -3.25195 -0.61597 3.36162  0.00
H: -4.67559 -0.21754 2.36307  0.00
H: -3.70201 1.08755 3.11569  0.00
F: -0.81363 2.14593 2.78689  0.00
P: 0.35475 1.53891 3.78382  0.00
F: 1.58101 0.87049 4.48305  0.00
F: 1.45711 2.47540 2.86623  0.00
F: 0.17345 2.69827 4.80009  0.00
F: 0.58206 0.40557 2.41902  0.00
F: -0.68463 0.54797 4.40283  0.00
I: 1.00127 7.70959 0.28592  0.00
C: 1.02114 5.71839 -0.20319  0.00
C: 1.37620 5.14075 -1.40746  0.00
N: 1.23265 3.81356 -1.27721  0.00
N: 0.78929 3.49670 -0.04902  0.00
C: 0.66886 4.64636 0.62011  0.00
H: 1.70785 5.57851 -2.33379  0.00
H: 1.40173 3.09015 -1.95800  0.00
H: 0.32647 4.65280 1.64382  0.00